(1)
Density functional theory data (ωB97M-V with the def2-TZVPD basis set) for 12 unconnected molecules or ions with the total composition C16H56N16O16.

Summary:
Orbital gap in eV: 8.871
SMILES: NC(N)=O.NC(N)=O.NC(N)=O.NC(N)=O.NC(N)=O.NC(N)=O.NC(N)=O.NC(N)=O.OCCO.OCCO.OCCO.OCCO
Energy above the lowest of the compared OMol25 structures with the same formula, charge and spin in kcal per mole: 55.2
Calculated total energy in eV: -74108.38915

The geometry in XYZ format:
```
104
Properties=species:S:1:pos:R:3:forces:R:3
C -13.8385 26.2842 27.4260 0.338 -0.604 -1.198
O -14.2413 27.0463 26.5498 0.009 0.093 0.791
N -14.6771 25.5635 28.2478 0.240 0.860 -0.486
N -12.4985 25.9892 27.5167 -0.773 0.052 0.247
H -14.4171 24.6138 28.4691 -0.191 0.018 0.335
H -15.6224 25.7863 27.9793 -0.154 -0.494 0.246
H -12.1299 25.4083 28.2435 0.065 0.289 0.246
H -11.9084 26.4830 26.8806 0.173 0.047 0.113
C -9.3504 25.3533 32.6700 -0.248 0.341 0.789
O -9.1762 25.9734 33.7133 0.117 -0.170 0.034
N -8.7886 24.1245 32.4382 -0.442 0.952 -0.633
N -10.1695 25.8449 31.6947 0.430 -0.208 -0.308
H -9.2260 23.6088 31.6907 0.460 -0.652 0.147
H -8.2987 23.7261 33.2164 -0.049 -0.357 -0.120
H -10.1493 25.5075 30.7460 -0.270 -0.260 0.062
H -10.7605 26.6144 31.9442 0.010 0.071 -0.120
C -7.1238 21.7524 26.2964 0.514 0.242 -0.648
O -6.5799 20.6560 26.2915 -0.306 -0.064 0.236
N -6.4162 22.9126 26.5455 -0.594 -1.100 -0.472
N -8.4427 21.9660 25.9716 0.147 0.533 0.482
H -6.9042 23.7230 26.8847 0.368 0.392 0.138
H -5.4476 22.7424 26.7489 -0.004 0.242 0.300
H -8.7097 22.9224 25.7698 -0.178 -0.211 -0.215
H -8.9782 21.2402 25.5326 0.219 -0.223 0.054
C -6.5891 25.4285 28.9295 0.159 3.247 -0.165
O -7.1437 25.3821 27.8256 0.045 -0.681 0.088
N -5.2499 25.3452 29.1372 -0.857 0.023 -0.689
N -7.2969 25.8520 30.0291 0.489 -0.695 -0.122
H -4.8607 25.6870 29.9939 0.248 -0.185 -0.012
H -4.6716 25.2423 28.3238 0.173 -0.273 0.159
H -8.1417 26.3683 29.8757 -0.196 -0.219 0.109
H -6.8570 25.8664 30.9315 -0.199 0.201 0.147
C -15.1202 21.7431 28.8900 0.797 -0.623 -0.309
O -14.3029 22.5714 29.2656 -0.384 0.281 0.130
N -15.2551 21.4329 27.5690 -0.079 0.088 0.128
N -15.8649 20.9650 29.7423 -0.058 0.236 -0.103
H -15.9352 20.7818 27.2231 -0.068 0.080 -0.040
H -14.7035 21.9645 26.9203 -0.113 0.073 -0.057
H -15.7017 21.1264 30.7195 -0.068 0.045 -0.040
H -16.1062 20.0366 29.4434 -0.164 -0.011 0.130
C -5.3175 22.2475 29.6943 0.014 -0.419 0.687
O -4.2690 22.8421 29.8700 0.104 0.022 0.014
N -5.3821 20.8656 29.5024 -0.354 0.822 0.056
N -6.5648 22.7924 29.7841 -0.003 -0.540 -0.091
H -4.4780 20.4302 29.4594 -0.012 -0.073 -0.414
H -6.0791 20.6242 28.8108 0.364 -0.592 -0.168
H -7.3299 22.1556 29.6562 -0.382 0.275 0.133
H -6.7554 23.7709 29.8961 0.007 -0.750 0.320
C -13.4276 24.8551 32.2370 -0.175 -0.028 -0.114
O -13.1516 25.4989 31.2362 0.395 0.041 0.087
N -13.6020 25.4350 33.4762 0.004 -0.367 -0.227
N -13.5913 23.4975 32.2164 -0.007 1.071 -0.462
H -14.1427 24.9624 34.1749 0.174 0.046 0.208
H -13.2003 26.3333 33.6593 -0.226 0.146 -0.081
H -13.8055 22.9966 33.0598 0.140 -0.477 0.074
H -13.4295 23.0836 31.3150 -0.440 -0.262 0.057
C -11.9167 18.5706 26.7586 0.398 0.186 -0.689
O -11.5612 17.8819 25.8176 -0.300 -0.120 0.447
N -12.7124 19.6779 26.5693 0.169 -0.335 0.320
N -11.5392 18.3367 28.0597 -0.702 0.255 -0.944
H -12.9289 20.2993 27.3263 -0.102 0.136 -0.136
H -12.8621 19.9487 25.6157 0.020 0.137 0.009
H -11.6537 19.0907 28.7109 0.287 -0.424 0.555
H -11.1716 17.4181 28.2170 0.330 0.202 0.487
C -12.0340 18.3644 31.8271 -0.286 -0.997 1.592
C -13.4759 18.7898 31.7666 -0.164 0.272 -0.959
O -13.7137 19.9702 32.5143 0.187 -0.061 0.259
O -11.1403 19.4442 31.6292 -0.056 -0.476 -0.663
H -11.9397 17.4921 31.1700 0.295 0.482 -0.584
H -11.8098 17.9117 32.8036 -0.164 0.312 0.161
H -14.1228 17.9678 32.0865 0.159 -0.076 0.157
H -13.7159 18.9819 30.7106 -0.025 0.071 0.034
H -14.5764 20.3102 32.2627 0.047 0.035 0.150
H -10.3084 19.0628 31.3209 0.097 0.189 0.126
C -8.8659 26.5450 24.5825 1.645 0.687 0.829
C -9.8661 25.8506 25.4764 -0.615 -0.476 -1.403
O -9.9016 24.4559 25.1469 0.242 -0.216 0.930
O -8.9135 26.1616 23.2244 -0.632 0.234 0.031
H -7.8472 26.3322 24.9266 -0.151 -0.675 -0.060
H -8.8429 27.6319 24.7478 -0.738 0.038 -0.341
H -10.8875 26.1938 25.2811 0.114 0.495 0.138
H -9.6040 25.9960 26.5220 0.045 -0.213 0.048
H -10.1923 24.3624 24.2347 0.189 0.198 -0.084
H -9.6133 26.6732 22.8025 0.072 -0.051 -0.130
C -11.1980 22.3136 29.5740 0.025 -0.269 -0.020
C -10.6030 23.1963 28.5197 -0.381 0.466 -0.167
O -9.6107 24.0816 29.0357 -0.023 -0.289 -0.017
O -10.1769 21.5649 30.2061 -0.024 0.090 0.281
H -11.9028 21.6365 29.0700 -0.037 0.085 -0.089
H -11.8015 22.8722 30.2934 0.291 0.223 0.052
H -11.4036 23.8255 28.1357 -0.273 -0.414 -0.323
H -10.2202 22.5935 27.6957 0.231 -0.023 0.083
H -9.1202 24.4028 28.2661 0.362 0.152 0.259
H -10.6298 21.0201 30.8665 0.195 0.094 -0.096
C -12.6743 22.4728 35.3441 0.115 -0.594 1.524
C -11.3636 22.4694 34.6048 0.409 -0.129 -0.299
O -10.9194 21.1212 34.4015 -0.076 0.010 0.071
O -13.7666 22.0168 34.5596 -0.192 0.231 0.076
H -12.8882 23.3942 35.8919 -0.285 0.439 -0.927
H -12.6135 21.7926 36.2095 0.462 -0.182 -0.276
H -10.5961 22.9894 35.1808 -0.044 -0.114 0.127
H -11.4065 22.9659 33.6312 -0.286 0.188 0.162
H -11.2737 20.7915 33.5684 0.080 0.039 -0.078
H -13.5222 21.1296 34.2659 -0.119 -0.101 -0.076
```
Forces are in eV/Å.


(2)
Density functional theory data (ωB97M-V with the def2-TZVPD basis set) for 10 unconnected molecules or ions with the total composition C16H56N4O10.

Summary:
Orbital gap in eV: 8.743
SMILES: COC[C@H](C)N.COC[C@H](C)N.COC[C@H](C)N.COC[C@H](C)N.O.O.O.O.O.O
Energy above the lowest of the compared OMol25 structures with the same formula, charge and spin in kcal per mole: 72.5
Calculated total energy in eV: -43931.52566

The geometry in XYZ format:
```
86
Properties=species:S:1:pos:R:3:forces:R:3
C -21.1813 -4.8174 -14.6900 -0.047 -1.104 0.810
C -22.0312 -3.5802 -14.3487 0.276 -1.420 1.056
C -22.0035 -3.4141 -12.7692 -0.644 -0.324 -0.070
O -23.1758 -2.7715 -12.2744 -0.166 0.420 0.279
C -23.4386 -2.6615 -10.8362 -0.288 -0.208 -1.942
N -21.5151 -2.4521 -15.0512 0.431 1.053 -0.297
H -20.2326 -4.8390 -14.1536 0.258 0.292 -0.086
H -20.9984 -5.1413 -15.7145 -0.065 1.049 -0.343
H -21.6926 -5.7058 -14.3191 -0.231 -0.014 0.407
H -23.0214 -3.8689 -14.7011 -0.346 0.625 0.266
H -21.1064 -2.8584 -12.4962 0.236 0.252 -0.061
H -21.9140 -4.3872 -12.2863 -0.025 -0.337 -0.025
H -23.3583 -3.6387 -10.3600 0.346 0.077 0.192
H -24.4885 -2.3690 -10.8234 0.008 -0.058 0.147
H -22.8897 -1.8543 -10.3511 0.464 -0.270 -0.020
H -21.8412 -1.5807 -14.6582 -0.688 0.157 -0.027
H -20.5333 -2.3902 -14.8222 0.488 -0.199 -0.289
C -7.7899 -9.1444 -13.9972 -0.266 -1.234 0.104
C -9.2367 -8.8548 -13.6951 -0.622 1.471 0.050
C -10.0831 -10.1073 -13.3326 0.456 0.930 0.099
O -10.2224 -11.0175 -14.3982 0.358 -0.753 -0.681
C -10.9452 -10.6138 -15.5662 -0.365 0.778 1.087
N -9.2468 -7.7881 -12.6649 -0.343 -0.387 0.754
H -7.7952 -10.0034 -14.6681 0.415 0.248 -0.513
H -7.2855 -9.5179 -13.1060 0.031 0.259 0.232
H -7.2582 -8.2733 -14.3801 -0.050 -0.183 -0.176
H -9.6873 -8.3550 -14.5526 -0.135 -0.600 -0.694
H -11.0680 -9.8665 -12.9325 -0.254 0.547 -0.148
H -9.5842 -10.5988 -12.4974 0.175 -0.428 -0.214
H -11.6912 -9.8784 -15.2649 -0.168 0.266 -0.043
H -11.5224 -11.4357 -15.9900 0.454 -0.324 0.155
H -10.3270 -10.1411 -16.3294 0.260 -0.170 0.023
H -10.1704 -7.4014 -12.5333 -0.440 -0.303 0.102
H -8.7473 -6.9818 -13.0120 0.480 -0.102 -0.146
C -21.4438 -16.2793 -12.6586 -0.681 0.679 -0.400
C -20.3026 -17.0430 -13.3562 -0.522 0.069 0.539
C -18.9104 -16.6091 -12.8393 -0.724 -0.292 -0.086
O -18.6166 -15.2412 -13.1106 0.190 -0.247 -0.835
C -18.4994 -14.9393 -14.5298 -0.191 0.242 0.795
N -20.5354 -18.4840 -13.1526 0.288 0.127 -0.076
H -21.6544 -16.3592 -11.5921 0.935 -0.449 0.204
H -22.4132 -16.5504 -13.0768 -0.010 -0.365 -0.422
H -21.4023 -15.2102 -12.8667 0.396 0.101 -0.008
H -20.4227 -16.8052 -14.4132 0.293 0.237 -0.249
H -18.0851 -17.2418 -13.1660 -0.045 -0.207 -0.657
H -18.9506 -16.8273 -11.7721 0.120 0.763 0.275
H -18.2402 -15.7919 -15.1574 -0.125 -0.286 0.222
H -17.7326 -14.1858 -14.7094 0.210 -0.046 0.511
H -19.4224 -14.4778 -14.8807 -0.240 -0.263 -0.081
H -21.4504 -18.6909 -13.5271 -0.401 0.009 0.252
H -19.9413 -19.0228 -13.7666 0.508 -0.067 0.014
C -12.9808 -4.9839 -21.3828 0.452 -0.392 -1.099
C -12.4460 -6.2097 -22.2480 -0.400 1.057 2.627
C -11.1311 -6.7926 -21.5976 -0.460 0.917 -1.160
O -10.1097 -5.7853 -21.3976 -1.017 -0.429 -0.217
C -9.5811 -5.2538 -22.6156 0.690 -0.627 0.878
N -13.5223 -7.2138 -22.2200 0.364 -0.383 -0.865
H -13.8234 -4.5676 -21.9350 -0.096 0.094 -0.069
H -12.2578 -4.1781 -21.2565 0.103 -0.126 0.195
H -13.3941 -5.3137 -20.4296 0.364 -0.094 0.140
H -12.2681 -5.8048 -23.2442 -0.073 -0.554 -0.166
H -10.7100 -7.5862 -22.2148 -0.074 -0.126 -0.264
H -11.4316 -7.2630 -20.6614 0.371 0.411 0.336
H -8.7546 -4.6131 -22.3081 -0.352 0.439 -0.004
H -10.3019 -4.7353 -23.2477 -0.041 0.056 0.125
H -9.0626 -6.0349 -23.1716 -0.336 -0.341 -0.371
H -14.3680 -6.8167 -22.6038 -0.004 0.120 -0.482
H -13.8221 -7.4278 -21.2796 0.499 -0.026 0.410
O -15.9392 -12.3318 -19.0275 -0.095 0.231 0.170
H -15.1568 -12.8624 -19.1772 0.254 -0.091 -0.015
H -16.6352 -12.7932 -19.4955 -0.179 -0.098 -0.125
O -13.3792 -6.1114 -16.1898 0.246 -0.022 0.124
H -14.0541 -6.7604 -16.3885 -0.243 -0.240 -0.049
H -13.6788 -5.3129 -16.6246 -0.044 0.214 -0.094
O -20.5053 -9.3402 -19.2578 0.175 0.248 -0.054
H -20.2815 -10.2078 -19.5945 0.088 -0.206 -0.134
H -21.2920 -9.4826 -18.7314 -0.220 0.027 0.159
O -16.5934 -8.5537 -17.2783 0.159 0.192 0.262
H -16.5058 -9.4980 -17.4088 0.101 -0.319 -0.078
H -17.3379 -8.3038 -17.8256 -0.225 0.119 -0.167
O -19.3697 -6.0449 -21.1929 0.237 0.043 -0.092
H -20.0651 -5.3881 -21.1575 -0.142 0.200 -0.001
H -19.7707 -6.8383 -20.8379 -0.102 -0.307 0.139
O -17.2766 -8.3203 -12.9177 0.063 0.138 0.173
H -17.8915 -9.0283 -12.7255 -0.138 -0.176 0.098
H -17.1938 -8.3267 -13.8713 0.084 0.043 -0.316
```
Forces are in eV/Å.


| no. | largest force on an atom (eV/Å) |
| --- | --- |
| 1 | 3.25 |
| 2 | 2.86 |